# C12H30Cl4N2O4Tl

A structure of composition C12H30Cl4N2O4Tl at a distorted geometry (the ωB97M-V functional and the def2-TZVPD basis, the OMol25 dataset).

Properties
Energy above the lowest of the compared OMol25 structures with the same formula, charge and spin = 42.6 kcal/mol
Net charge = -1
LUMO energy = -0.0688 Eh

Cartesian coordinates (Å):
Tl: 0.09379 0.34200 0.25279
Cl: 1.87201 3.12729 1.36011
Cl: -1.97603 2.90640 1.56353
Cl: -0.01934 -0.98776 -2.92532
Cl: 0.59785 0.34687 3.87946
C: -3.12660 -0.43745 3.00936
O: -2.18637 -1.03298 2.14051
C: -2.44010 -2.42765 1.97062
C: -1.11927 -3.17916 1.74948
N: -0.21946 -2.62811 0.66054
C: 1.17918 -3.22424 0.71823
C: 2.05723 -2.51497 1.85466
O: 2.27831 -1.17471 1.50792
C: 3.41950 -0.62311 2.19094
H: -2.90055 0.62077 2.87834
H: -2.83854 -0.71717 4.02271
H: -4.16563 -0.70031 2.81080
H: -3.08712 -2.47114 1.09450
H: -3.00598 -2.89426 2.77695
H: -1.27369 -4.21946 1.46308
H: -0.62951 -3.37372 2.70363
H: -0.67345 -3.21826 -0.02189
H: 1.55287 -2.98113 -0.27642
H: 1.08092 -4.30082 0.85762
H: 2.99660 -3.06759 1.83759
H: 1.66035 -2.53659 2.86961
H: 4.32697 -1.09053 1.80871
H: 3.26794 -0.70359 3.26735
H: 3.41940 0.46682 2.17957
C: 3.41533 0.12460 -1.95399
O: 2.53394 1.14731 -1.54147
C: 2.26946 2.22894 -2.46425
C: 1.24097 3.34757 -2.03616
N: -0.10984 2.94949 -1.62886
C: -0.86819 2.48007 -2.78126
C: -2.32620 2.19749 -2.33888
O: -2.24205 1.15053 -1.37171
C: -3.50933 0.46949 -1.17002
H: 4.43092 0.51855 -1.99249
H: 2.99635 -0.21510 -2.90119
H: 3.33461 -0.73424 -1.28769
H: 1.94932 1.64227 -3.32530
H: 3.14282 2.81910 -2.74185
H: 1.05401 4.01262 -2.87928
H: 1.72497 4.04492 -1.35239
H: -0.52508 3.80188 -1.28085
H: -0.47234 1.63917 -3.35072
H: -0.92631 3.23731 -3.56312
H: -2.95431 1.87509 -3.16932
H: -2.89283 2.94876 -1.78877
H: -3.22071 -0.49722 -0.75737
H: -4.10245 0.46221 -2.08449
H: -4.08430 1.04374 -0.44357

Here are the Mulliken charges for atoms 1 to 8, given in e: atom 1 (Tl): 0.625, atom 2 (Cl): -0.412, atom 3 (Cl): -0.470, atom 4 (Cl): -0.566, atom 5 (Cl): -0.466, atom 6 (C): -0.821, atom 7 (O): -0.012, atom 8 (C): -0.764